The following is a DFT calculation (the ωB97M-V functional and the def2-TZVPD basis) of C8H10DyN2O5 as an isolated structure.

Computed properties:
HOMO level (spin up / spin down) ... -19.48 / -19.48 eV
Energy relative to the best compared isomer or geometry (same formula, charge and spin) ... 1.403 eV
LUMO level (spin up / spin down) ... -13.96 / -13.71 eV

Structure (ORCA input):
```
! wB97M-V def2-TZVPD RIJCOSX def2/J DEFGRID3
* xyz 3 6
Dy 0.2335 -0.4421 -1.2869
O -2.6929 -2.5778 -0.8061
C -1.8156 -1.8405 -0.9205
C 1.8382 1.2424 -0.5970
O 2.4709 2.0501 -0.0841
C -1.2146 1.4417 -2.1194
O -1.8219 2.3399 -2.5303
C 1.4210 -1.8367 0.2958
O 1.8979 -2.3774 1.2232
C 1.4899 -1.9381 -3.9480
H 1.5618 -2.9530 -3.5010
H 0.5844 -1.7078 -4.5493
C 2.4896 -1.0424 -3.8077
H 2.4474 -0.0309 -4.2818
H 3.4173 -1.2870 -3.2336
C -2.8138 1.2606 2.5716
N -1.3838 1.0899 2.8178
C -0.2605 0.6846 2.1804
N 0.7732 0.7717 3.0759
O -0.1247 0.2857 0.9518
H -3.2677 1.0710 1.5798
H -3.0916 2.2804 2.8828
H -3.3607 0.6694 3.3233
H -1.1054 1.2916 3.7761
H 1.7704 0.4993 2.9380
H 0.5577 1.0555 4.0493
*
```

These are the Löwdin partial charges, in e, on atoms 1 to 4:
1 Dy 1.531
2 O 0.228
3 C 0.023
4 C -0.021

---

The following is a DFT calculation (the ωB97M-V functional and the def2-TZVPD basis) of one molecule with the formula H3IN2O2S.

Computed properties:
HOMO level ... -8.48 eV
Energy relative to the best compared isomer or geometry (same formula, charge and spin) ... 3.792 eV
LUMO level ... 0.12 eV

Structure (ORCA input):
```
! wB97M-V def2-TZVPD RIJCOSX def2/J DEFGRID3
* xyz 0 1
N -0.2703 -0.7201 -0.4440
N 1.0147 0.7472 1.0091
O 2.6632 0.7355 -1.4700
O -1.2771 1.5515 0.5045
S -0.1535 1.0457 -0.2375
I 2.5507 -0.0121 0.1310
H -0.7078 -0.9419 -1.3107
H -1.0264 -0.9404 0.3078
H 1.2606 1.1712 1.8995
*
```

These are the natural (NBO) partial charges, in e, on atoms 1 to 4:
1 N -1.033
2 N -1.173
3 O -1.053
4 O -0.933

---

| no. | E_tot (eV) |
| --- | --- |
| 1 | -45727.4811 |
| 2 | -26054.4950 |